{"formula": "C26H32ClFMoN2O7", "method": "ωB97M-V/def2-TZVPD", "symbols": ["Mo", "O", "C", "C", "N", "C", "C", "O", "O", "C", "C", "O", "O", "H", "H", "H", "H", "H", "H", "H", "H", "H", "C", "C", "C", "C", "C", "C", "C", "C", "C", "C", "C", "C", "N", "C", "C", "C", "C", "C", "C", "F", "H", "H", "H", "H", "H", "H", "H", "H", "H", "H", "H", "H", "H", "H", "H", "H", "H", "H", "H", "H", "H", "Cl", "C", "C", "O", "O", "H", "H"], "coordinates": [[0.937355, 0.589801, 0.105731], [1.916511, 2.102764, -1.140680], [2.173030, 2.165508, -2.550170], [3.396272, 1.309094, -2.868968], [3.283156, -0.067044, -2.450678], [2.388216, -0.919342, -3.165199], [0.926087, -0.661426, -2.864589], [0.038019, -0.890330, -3.633571], [0.737255, -0.078983, -1.674049], [4.218818, -0.612091, -1.513187], [4.039676, -0.145059, -0.078571], [4.938089, 0.002091, 0.695614], [2.767560, 0.160516, 0.249207], [1.533599, 2.921266, -0.803099], [2.394322, 3.194559, -2.837297], [1.293913, 1.844932, -3.113577], [4.253374, 1.748425, -2.355942], [3.582531, 1.378434, -3.948234], [2.599276, -1.962567, -2.920982], [2.474187, -0.816462, -4.251946], [5.259130, -0.383696, -1.757371], [4.120899, -1.699783, -1.512322], [-2.018258, 1.681940, -1.932620], [-3.001086, 0.541637, -1.656015], [-4.128390, 1.011789, -0.726683], [-2.408852, -0.786220, -1.187355], [-2.850092, -1.932688, -1.836714], [-2.410903, -3.197644, -1.479452], [-1.512790, -3.336574, -0.438364], [-1.043690, -2.221985, 0.252413], [-0.048058, -2.439746, 1.389848], [-0.581734, -3.409477, 2.448506], [1.297830, -2.949315, 0.857822], [-1.494108, -0.954479, -0.144783], [-0.940614, 0.210788, 0.525122], [-1.708735, 0.695501, 1.629393], [-2.538385, -0.123368, 2.383294], [-3.273514, 0.391223, 3.441042], [-3.190210, 1.739764, 3.757050], [-2.382570, 2.577898, 3.001047], [-1.669721, 2.045749, 1.952641], [-0.919916, 2.880775, 1.204735], [-2.536235, 2.463884, -2.494156], [-1.174826, 1.341033, -2.532665], [-1.640596, 2.136192, -1.017172], [-3.459432, 0.302300, -2.616802], [-3.743354, 1.303776, 0.253025], [-4.870982, 0.224695, -0.574454], [-4.635628, 1.880556, -1.157205], [-3.543272, -1.820515, -2.663450], [-2.760696, -4.068837, -2.020401], [-1.168768, -4.325315, -0.152054], [0.127856, -1.486529, 1.886371], [-0.697404, -4.417075, 2.039407], [-1.550851, -3.094282, 2.838325], [0.114467, -3.470162, 3.289151], [1.167306, -3.891392, 0.318995], [1.999522, -3.118485, 1.678550], [1.760656, -2.242254, 0.167057], [-2.626214, -1.168215, 2.117192], [-3.913773, -0.266217, 4.014718], [-3.753653, 2.144076, 4.588087], [-2.298995, 3.637188, 3.206043], [2.061276, 1.990173, 4.822347], [2.817508, 2.442889, 3.267883], [1.927273, 2.291576, 2.067313], [2.031718, 3.071089, 1.138726], [1.098684, 1.263654, 2.042371], [3.678691, 1.796839, 3.109936], [3.142240, 3.473176, 3.331815]], "forces_ev_per_angstrom": [[-0.367, 0.191, -0.217], [-0.257, 0.737, -0.456], [0.058, -0.251, -0.337], [-0.040, -0.170, 0.290], [0.197, -0.100, -0.116], [0.177, -0.008, -0.107], [-0.200, 0.581, 1.056], [-0.281, -0.140, -0.279], [-0.398, -0.951, -0.939], [0.035, 0.035, -0.138], [-1.387, 0.760, 0.331], [0.464, -0.189, 0.206], [1.774, -1.184, 0.157], [0.341, 0.357, 0.202], [-0.044, 0.061, 0.171], [-0.002, -0.015, 0.072], [0.036, 0.002, -0.019], [-0.018, 0.046, -0.070], [-0.061, 0.000, -0.045], [0.135, -0.019, -0.076], [0.075, -0.009, -0.097], [0.051, 0.001, 0.051], [0.002, 0.051, -0.064], [0.052, -0.033, 0.136], [-0.021, 0.018, 0.025], [-0.149, 0.070, -0.100], [-0.064, -0.052, -0.086], [0.016, 0.048, -0.010], [-0.041, -0.039, 0.027], [0.088, -0.111, 0.011], [-0.029, -0.098, -0.159], [-0.018, -0.047, 0.009], [-0.006, -0.061, -0.021], [0.355, 0.150, 0.353], [-0.331, -0.119, 0.719], [0.344, -0.134, -0.627], [-0.120, -0.054, 0.104], [0.032, 0.048, -0.014], [-0.041, -0.017, 0.056], [-0.044, 0.010, 0.037], [-0.015, 0.040, 0.171], [-0.002, 0.070, -0.136], [-0.004, -0.020, 0.021], [-0.025, -0.037, -0.006], [-0.023, -0.015, -0.003], [-0.046, -0.002, -0.053], [-0.051, -0.019, -0.087], [0.044, 0.027, -0.014], [0.044, -0.061, 0.006], [0.019, -0.031, 0.033], [0.002, 0.039, 0.025], [-0.020, 0.064, -0.031], [-0.007, 0.145, 0.101], [0.009, 0.060, 0.026], [0.018, 0.013, -0.023], [-0.033, 0.011, -0.070], [-0.009, 0.005, 0.049], [-0.045, 0.023, -0.031], [-0.026, 0.036, -0.036], [0.021, 0.014, 0.016], [0.014, 0.020, 0.000], [0.005, -0.010, -0.031], [-0.014, -0.025, 0.006], [0.041, 0.019, -0.256], [-0.011, -0.072, 0.305], [-0.892, -0.632, 0.156], [0.120, 0.477, 0.140], [0.472, 0.486, -0.366], [0.063, -0.057, 0.022], [0.037, 0.068, 0.030]], "mol_weight_g_mol": 634.94, "energy_ev": -61891.0853, "homo_lumo_gap_ev": [7.2870, 8.0639], "e_homo_ev": [-8.37, -8.60], "multiplicity": 3, "de_lowest_ev": 1.028}